Density functional theory data (the ωB97M-V functional and the def2-TZVPD basis) for a cluster of 13 separate species, C42H110O36S10 in total at a distorted geometry.

The geometry in XYZ format:
```
198
Properties=species:S:1:pos:R:3:forces:R:3
C 3.3146 -3.7084 5.4881 0.38 -0.51 -1.79
O 3.5213 -2.7108 6.3881 0.17 1.46 1.49
C 4.1280 -1.5392 5.8768 -0.99 0.83 -0.74
C 3.8257 -0.3471 6.7590 -0.59 -1.42 0.23
O 2.4397 -0.0825 6.7357 0.42 -0.07 -0.90
C 2.1181 0.9250 7.6129 0.56 0.29 2.52
H 4.2703 -4.1557 5.1438 -0.31 -0.05 0.14
H 2.7857 -3.3213 4.6162 -0.02 0.10 -0.41
H 2.6619 -4.4747 5.8626 -0.08 -0.38 0.68
H 3.7402 -1.2581 4.8500 0.44 -0.64 0.76
H 5.2077 -1.5979 5.8723 0.52 -0.44 -0.36
H 4.4328 0.4847 6.4263 0.09 0.50 -0.10
H 4.0784 -0.6234 7.7819 0.32 0.15 0.32
H 2.6722 1.8595 7.4813 -0.20 0.26 -0.80
H 2.4921 0.6803 8.6784 -0.96 -0.12 -1.10
H 1.0386 1.0727 7.5938 0.14 0.13 0.11
C -1.8737 1.0383 4.5542 -0.68 0.91 2.29
O -1.5040 -0.2393 4.2103 0.43 -0.33 -0.51
C -0.2444 -0.6456 4.7031 0.05 -0.90 0.16
C -0.3087 -2.2015 4.6593 0.16 2.13 -0.21
O -0.2588 -2.6793 3.3540 0.75 -0.82 -0.83
C -1.3400 -2.6573 2.4184 0.11 0.80 0.29
H -2.7049 1.3098 3.9513 -0.27 0.58 -0.98
H -1.0650 1.8059 4.5657 -0.43 -0.55 -0.40
H -2.3575 1.0478 5.5769 0.80 -0.06 -0.32
H -0.1092 -0.3254 5.7574 0.01 -0.04 -0.42
H 0.5787 -0.2300 4.0729 -0.41 -0.29 0.41
H -1.2394 -2.4236 5.1502 -0.57 -0.51 0.36
H 0.5350 -2.5740 5.2493 -0.08 -0.33 -0.36
H -1.6940 -1.6373 2.1869 0.32 -0.48 0.26
H -2.2082 -3.2302 2.7604 0.10 -0.26 0.14
H -0.9400 -3.0991 1.4934 -0.27 -0.02 0.50
C 4.4009 3.4640 4.6310 -1.81 -0.70 -1.51
O 5.2470 2.9306 3.6696 1.09 -1.36 -0.76
C 4.5756 2.3406 2.5538 -0.67 0.06 1.24
C 5.2455 1.1371 1.9867 0.54 1.31 -1.76
O 5.1182 0.0844 2.7999 -0.11 -2.98 1.45
C 5.6875 -1.1150 2.2489 -0.89 0.23 -1.14
H 3.7084 2.6156 4.9867 0.64 1.46 -0.05
H 3.8310 4.2618 4.0649 -0.03 -0.42 1.31
H 5.0343 3.8563 5.3966 0.04 0.34 0.67
H 4.5579 3.0721 1.7828 -0.43 0.85 -0.84
H 3.5181 2.0509 2.8437 0.97 0.32 -0.28
H 6.2806 1.2921 1.6561 0.37 0.43 0.54
H 4.7783 0.9465 1.0215 -0.64 -0.09 -0.42
H 5.2480 -1.3703 1.2100 0.85 0.74 1.53
H 5.4073 -1.9433 2.8873 0.05 -0.02 0.35
H 6.7741 -1.0040 2.2232 0.04 -0.14 -0.18
O -6.4934 -0.0907 0.9181 0.78 -0.16 0.25
S -5.9618 -1.2402 1.6084 -2.33 -0.91 0.81
O -6.9795 -2.1110 2.2379 2.23 0.94 -1.09
O -5.1221 -2.0153 0.4904 -0.24 0.52 0.65
C -4.7425 -3.4275 0.7233 -1.63 1.12 -0.32
C -5.4814 -4.2809 -0.2811 -0.61 0.29 0.35
C -4.7906 -0.7780 2.9167 0.66 -0.70 -1.51
H -5.1180 -3.6080 1.7045 0.14 -0.69 0.88
H -3.6783 -3.4308 0.6610 0.71 -0.35 -0.09
H -6.5828 -4.0919 -0.3188 0.90 -0.18 0.53
H -5.2620 -5.3126 -0.0582 -0.16 -0.49 0.10
H -5.1301 -4.0957 -1.2640 0.52 0.25 -1.03
H -4.1272 -1.6722 3.0118 -0.41 0.87 0.23
H -5.3249 -0.5370 3.8187 -0.39 -0.20 0.20
H -4.2227 0.0907 2.5649 0.01 -0.37 -0.01
O -5.6713 5.3817 -0.4422 -0.70 0.61 -0.09
S -5.3980 3.9926 -0.3653 1.29 -2.03 0.97
O -5.0446 3.2436 -1.5457 0.31 0.65 0.33
O -4.1376 3.8200 0.6699 -0.49 -0.59 -1.53
C -4.2469 4.4752 1.9170 -0.39 1.69 0.70
C -3.5635 5.8815 1.9389 0.23 -0.65 0.53
C -6.6160 2.9272 0.4240 -0.17 1.22 -0.88
H -3.9070 3.8138 2.7342 0.29 0.15 -0.74
H -5.3084 4.6608 2.1171 0.01 -0.07 0.13
H -4.1477 6.6589 1.4129 0.10 -0.55 0.37
H -2.5503 5.8795 1.4902 -0.49 -0.27 0.32
H -3.4693 6.1185 3.0279 -0.02 0.22 -0.86
H -7.3471 2.7787 -0.3962 0.18 -0.04 0.75
H -7.0465 3.3873 1.3150 -0.02 -0.13 -0.20
H -6.0765 2.0132 0.6256 -0.07 -0.21 0.07
O -3.9793 -2.0572 -3.6703 0.85 0.29 -0.46
S -3.7263 -0.6390 -3.5948 -1.40 -0.29 -0.57
O -2.4382 -0.0299 -3.6755 0.54 -0.39 0.13
O -4.5739 0.0941 -4.7142 0.10 0.21 -0.45
C -5.4640 -0.5367 -5.6938 1.33 1.09 0.70
C -5.6412 0.5426 -6.7314 0.30 -0.83 -2.65
C -4.6165 -0.1086 -2.2205 1.75 1.48 0.77
H -6.4111 -0.6833 -5.2442 -0.83 -0.63 0.80
H -4.9747 -1.4780 -5.9740 -0.49 0.34 -0.40
H -4.9336 0.4192 -7.5624 0.27 -0.04 0.30
H -5.5621 1.5862 -6.4868 0.01 0.18 1.06
H -6.5793 0.4363 -7.2740 -0.37 -0.15 0.30
H -4.1515 -0.6434 -1.4076 -0.10 -0.16 0.61
H -5.5886 -0.4818 -2.4148 -1.14 0.15 0.25
H -4.4486 0.9943 -2.0584 -0.74 -1.15 -0.30
O 2.3417 -4.5976 -5.2198 0.73 0.77 -0.15
S 2.7741 -3.2245 -5.3265 0.31 0.80 0.23
O 2.0840 -2.2360 -4.5441 -0.56 -0.64 0.05
O 4.3232 -2.9888 -4.9860 -0.81 -0.85 -0.84
C 4.6263 -2.4568 -3.6769 0.31 0.47 0.18
C 5.8725 -3.1905 -3.2057 -0.17 0.62 -0.52
C 2.7572 -2.7247 -7.0213 -0.09 0.01 -0.42
H 3.7727 -2.5976 -3.0363 -0.11 -0.28 0.39
H 4.7367 -1.3600 -3.7882 0.20 -0.57 0.02
H 5.9975 -3.0589 -2.1274 0.30 0.11 -0.26
H 6.7150 -2.8488 -3.8261 0.02 0.04 0.64
H 5.7687 -4.2407 -3.4338 -0.22 -0.39 0.19
H 3.2032 -1.7598 -7.2210 0.11 0.24 0.70
H 1.7076 -2.6498 -7.3024 -0.03 -0.27 0.03
H 3.2853 -3.4310 -7.6423 -0.06 -0.57 0.00
O -0.0322 -6.2001 1.5182 -1.78 -0.98 -2.40
S -0.9698 -6.4510 0.3853 2.35 0.97 2.91
O -1.7801 -5.3148 0.0690 -0.74 -0.13 -0.58
O -0.2219 -6.9838 -0.8619 0.63 -0.28 -1.12
C 0.3063 -6.1363 -1.9615 -1.19 -0.64 0.27
C 0.9059 -7.0097 -3.0396 -0.65 1.91 -1.47
C -1.7902 -7.9983 0.6203 0.06 -0.28 -0.51
H 0.9612 -5.4769 -1.4776 1.50 0.82 0.28
H -0.5179 -5.5166 -2.3055 -0.24 -0.23 -0.23
H 0.2825 -7.8098 -3.3461 -0.86 -1.10 0.42
H 1.8906 -7.3863 -2.8258 0.39 0.16 -0.04
H 0.8214 -6.4000 -4.0081 1.01 -0.48 1.40
H -2.6145 -7.9264 1.3022 -0.13 0.17 0.68
H -0.9607 -8.6337 0.9911 -0.81 0.08 -0.29
H -2.2078 -8.3152 -0.3579 0.54 0.10 0.62
O 3.5037 -1.7498 -0.0094 0.55 0.33 -0.30
S 2.8861 -3.0346 0.0693 0.00 -0.64 -0.20
O 3.3944 -4.1325 -0.7218 -0.20 0.78 0.10
O 2.8387 -3.4895 1.5710 -1.63 1.29 -0.37
C 3.8727 -4.3005 2.0416 2.24 -0.16 -0.45
C 3.4855 -5.7499 1.8624 -0.41 -0.63 -1.76
C 1.2139 -2.7713 -0.2294 -1.33 -0.12 -2.08
H 4.0514 -3.9476 3.0865 -0.03 -0.68 -0.95
H 4.7988 -4.0466 1.3945 -1.05 -0.62 1.29
H 4.2867 -6.3778 2.2426 -0.03 -0.29 -0.13
H 3.2307 -5.9874 0.7560 1.14 0.51 1.64
H 2.5328 -6.0352 2.2859 -0.15 0.29 0.88
H 0.5880 -3.6587 -0.1133 0.34 -0.04 0.02
H 1.1154 -2.3728 -1.2835 0.38 -0.73 0.87
H 0.7967 -1.9871 0.3481 -0.04 0.71 1.06
O 1.9322 4.6893 0.9924 0.12 0.14 0.32
S 0.7577 5.4026 0.5990 -0.76 1.19 0.52
O -0.2961 4.7175 -0.0533 -0.69 -0.75 -0.26
O 0.0849 6.1920 1.8552 0.41 -0.78 -2.15
C 0.4919 5.8353 3.1364 -0.56 0.95 3.00
C -0.0236 4.4720 3.6263 0.11 0.23 -2.49
C 1.1340 6.7648 -0.4052 0.35 0.88 -0.49
H -0.0287 6.6536 3.7312 0.93 -0.96 -0.30
H 1.5758 5.9479 3.2426 -0.12 -0.09 0.01
H 0.4981 3.6973 3.0068 -0.85 0.37 0.41
H -1.1243 4.4874 3.4515 0.79 -0.53 0.28
H 0.2554 4.2613 4.6287 0.02 0.13 1.05
H 1.8773 7.4399 -0.0102 0.25 -0.07 0.57
H 0.2702 7.3679 -0.6969 -0.14 -0.52 0.24
H 1.5545 6.3215 -1.2854 0.11 -0.26 -0.73
O 1.7891 2.2021 -5.6403 -0.89 2.40 -1.57
S 2.2311 1.0179 -5.0336 -0.18 0.44 0.66
O 2.8924 0.0604 -5.8217 1.21 -1.03 -0.50
O 3.2022 1.4702 -3.8725 0.09 -1.81 -0.17
C 2.9487 2.7126 -3.2214 -2.56 -0.17 -0.32
C 3.5777 3.8382 -3.9253 -1.36 2.53 -0.76
C 0.7908 0.3452 -4.3431 0.01 1.38 1.36
H 3.3822 2.6036 -2.2722 0.75 -0.25 1.35
H 1.8296 2.8341 -3.0173 1.44 0.01 -0.63
H 4.6357 3.7326 -3.9436 0.94 -0.21 -0.28
H 3.3742 4.6784 -3.2134 0.21 -0.12 -0.82
H 3.1608 4.1192 -4.9671 0.63 -0.69 1.88
H 0.3505 1.1518 -3.7019 0.47 -0.88 -0.09
H 1.0680 -0.5673 -3.8589 -0.52 -0.48 0.31
H 0.1174 0.2786 -5.1746 -0.27 -0.64 -0.44
O -0.3537 3.5685 -2.8649 0.12 -2.04 0.37
S -0.9430 4.6612 -3.5411 2.46 2.50 0.38
O -0.0906 5.8242 -3.5993 -1.06 0.12 0.30
O -1.2690 4.3791 -5.0200 -0.23 -1.06 -0.84
C -1.7093 2.9994 -5.3167 0.54 0.47 0.65
C -1.9953 2.9955 -6.7524 2.23 0.65 -1.45
C -2.5263 4.9211 -2.9277 -1.85 1.89 0.41
H -2.6231 2.8379 -4.7693 -0.13 -0.48 0.55
H -0.8703 2.3465 -5.0253 -0.74 0.15 -0.07
H -2.5391 2.1665 -7.0818 -0.57 -1.75 -0.25
H -1.0044 3.0415 -7.2933 -1.20 0.04 0.23
H -2.6128 3.8171 -7.0384 -0.23 0.93 -0.10
H -3.1444 4.2205 -3.5069 -0.12 -0.01 0.98
H -2.8579 5.9335 -3.2898 0.44 -0.83 0.25
H -2.6623 4.9448 -1.8060 0.46 -0.60 -1.35
O -2.5308 -0.2083 0.6827 -0.16 -0.19 0.10
S -1.6727 0.9296 0.7749 -0.70 2.35 -0.71
O -1.9172 1.9575 1.7692 0.36 -1.01 -0.42
O -0.2395 0.3348 0.9393 0.09 -0.57 -0.02
C 0.9804 1.0774 1.0248 1.30 0.86 -1.72
C 1.6551 1.3085 -0.3731 0.34 0.47 1.23
C -1.7164 1.8313 -0.7746 -0.40 0.11 -0.27
H 1.6820 0.4526 1.5927 -0.51 0.23 0.23
H 0.8592 2.0970 1.4409 -0.26 -0.78 0.27
H 1.2258 2.1175 -0.9431 -0.56 0.19 -0.09
H 1.7990 0.4565 -1.0141 -0.26 -0.67 0.00
H 2.6679 1.6590 -0.1324 -0.08 -0.06 0.03
H -1.1059 2.7162 -0.7200 0.41 0.18 0.38
H -2.7386 2.2115 -0.9277 0.13 -0.33 0.50
H -1.4594 1.3117 -1.6917 0.20 -0.67 0.25
```
Positions in Å, forces in eV/Å.

Values from the calculation:
2S+1: 1
E (eV): -227389.6896
Max |F| (eV/A): 3.9